(1)
Computed, not measured: a cluster of 3 separate species, C3H5BrO in total in a non-equilibrium geometry, with ωB97M-V/def2-TZVPD.

CARTESIAN COORDINATES (ANGSTROEM)
1 C -0.775 -0.185 0.175
2 C -0.532 0.988 1.015
3 C -0.540 -1.503 -0.014
4 O -1.222 0.943 -0.373
5 Br 1.172 1.883 1.020
6 H 2.095 0.341 -1.281
7 H -1.270 1.289 1.799
8 H 1.801 0.480 -2.084
9 H -0.598 -2.002 -1.110
10 H -0.132 -2.235 0.854

As for the HOMO energy: -9.406 eV. For the max |F|, the calculation gives 0.0649 Eh/bohr. As for the spin multiplicity: 1. Its energy above the lowest of the compared OMol25 structures with the same formula, charge and spin is 3.488 eV.

---

(2)
Computed, not measured: the molecule C3H5BrO in a non-equilibrium geometry, with ωB97M-V/def2-TZVPD.

CARTESIAN COORDINATES (ANGSTROEM)
1 C -1.270 -2.633 0.315
2 C 0.825 1.614 -0.690
3 C 0.451 1.125 0.746
4 O -1.489 -3.205 -0.680
5 Br 0.133 -0.815 0.880
6 H -1.407 -2.930 1.380
7 H 0.409 2.539 -0.924
8 H 0.752 0.971 -1.501
9 H 2.022 1.727 -0.634
10 H -0.426 1.607 1.106

As for the HOMO energy (alpha / beta): -7.408 / -8.441 eV. For the max |F|, the calculation gives 0.1065 Eh/bohr. As for the spin multiplicity: 1. Its energy above the lowest of the compared OMol25 structures with the same formula, charge and spin is 4.410 eV.

---

(3)
Computed, not measured: the molecule C3H5BrS in a non-equilibrium geometry, with ωB97M-V/def2-TZVPD.

CARTESIAN COORDINATES (ANGSTROEM)
1 C 1.336 2.065 0.203
2 C -1.098 -0.401 -0.527
3 C -0.354 -1.607 -0.095
4 S -0.202 1.416 -0.095
5 Br -2.835 -0.201 0.136
6 H 1.514 3.033 -0.218
7 H 2.145 1.475 0.592
8 H 0.634 -1.603 -0.553
9 H -0.897 -2.490 -0.433
10 H -0.242 -1.687 0.990

As for the HOMO energy (alpha / beta): -8.298 / -7.761 eV. For the max |F|, the calculation gives 0.0521 Eh/bohr. As for the spin multiplicity: 1. Its energy above the lowest of the compared OMol25 structures with the same formula, charge and spin is 3.777 eV.

---

(4)
Computed, not measured: a structure of composition C3H5CaO4 in a non-equilibrium geometry, with ωB97M-V/def2-TZVPD.

CARTESIAN COORDINATES (ANGSTROEM)
1 H -1.167 -2.431 0.624
2 C -1.445 -1.512 1.146
3 O -1.678 -0.588 0.074
4 C -0.920 0.475 0.029
5 O 0.156 0.617 0.734
6 O -1.135 1.397 -0.788
7 H -0.862 -0.738 1.961
8 H -2.197 -1.684 1.920
9 H 1.941 -1.963 -1.244
10 C 2.635 -1.330 -0.665
11 O 2.666 -0.107 -0.935
12 H 3.349 -1.767 0.052
13 Ca 1.287 1.445 -0.885

As for the HOMO energy: -13.568 eV. For the max |F|, the calculation gives 0.0830 Eh/bohr. As for the total charge: +1. As for the spin multiplicity: 1. Its energy above the lowest of the compared OMol25 structures with the same formula, charge and spin is 1.499 eV.

---

(5)
Computed, not measured: a structure of composition C3H5CdO4 in a non-equilibrium geometry, with ωB97M-V/def2-TZVPD.

CARTESIAN COORDINATES (ANGSTROEM)
1 O 0.029 -1.024 0.585
2 C 0.756 0.082 0.656
3 C -1.288 -0.715 0.107
4 O 1.860 0.109 1.209
5 O 0.017 1.173 0.492
6 C -1.339 0.815 0.191
7 Cd 3.403 0.178 -0.148
8 H -2.015 -1.211 0.757
9 H -1.381 -1.090 -0.919
10 H -1.982 1.180 0.999
11 H -1.612 1.289 -0.757
12 O 2.097 -0.624 -1.315
13 H 1.457 -0.162 -1.857

As for the HOMO energy (alpha / beta): -6.554 / -9.478 eV. For the max |F|, the calculation gives 0.0892 Eh/bohr. As for the spin multiplicity: 2. Its energy above the lowest of the compared OMol25 structures with the same formula, charge and spin is 0.333 eV.

---

(6)
Computed, not measured: a structure of composition C3H5CdO5 in a non-equilibrium geometry, with ωB97M-V/def2-TZVPD.

CARTESIAN COORDINATES (ANGSTROEM)
1 O 2.365 1.660 0.082
2 C 1.344 1.248 0.835
3 C 1.460 0.098 1.871
4 O 0.202 -0.340 2.246
5 H -1.004 -2.445 -1.592
6 H 0.374 1.727 0.656
7 H 2.910 1.854 0.967
8 H 2.035 0.484 2.737
9 H 2.078 -0.701 1.412
10 Cd -0.953 -0.444 0.775
11 O -1.945 0.260 -0.769
12 C -1.716 -0.579 -1.700
13 O -2.268 -0.730 -2.769
14 O -0.875 -1.569 -1.194

As for the HOMO energy (alpha / beta): -7.686 / -10.029 eV. For the max |F|, the calculation gives 0.0871 Eh/bohr. As for the spin multiplicity: 2. Its energy above the lowest of the compared OMol25 structures with the same formula, charge and spin is 0.549 eV.

---

(7)
Computed, not measured: the molecule C3H5Cl in a non-equilibrium geometry, with ωB97M-V/def2-TZVPD.

CARTESIAN COORDINATES (ANGSTROEM)
1 C 0.058 0.248 -0.681
2 C 1.473 -0.165 0.401
3 C -1.206 0.055 0.074
4 Cl 2.869 0.110 -0.354
5 H 0.152 -0.051 -1.676
6 H 1.290 -0.046 1.449
7 H -2.166 0.322 -0.511
8 H -1.222 -1.024 0.258
9 H -1.247 0.550 1.041

As for the HOMO energy (alpha / beta): -8.160 / -8.387 eV. For the max |F|, the calculation gives 0.1600 Eh/bohr. The SMILES is C/C=C/Cl. As for the spin multiplicity: 1. Its energy above the lowest of the compared OMol25 structures with the same formula, charge and spin is 3.802 eV.

---

(8)
Computed, not measured: a structure of composition C3H5Cl2NO5 in a non-equilibrium geometry, with ωB97M-V/def2-TZVPD.

CARTESIAN COORDINATES (ANGSTROEM)
1 N 1.415 -2.495 -2.154
2 O 0.785 -3.509 -1.934
3 O 0.331 -1.112 -1.997
4 O 2.469 -2.133 -2.618
5 C -0.637 1.612 -0.295
6 C -0.060 0.757 0.835
7 C -0.994 0.458 2.018
8 Cl -0.460 -0.879 2.978
9 O 0.152 -0.537 0.312
10 O 0.934 -0.395 -1.162
11 Cl 1.473 1.449 1.481
12 H -1.401 0.982 -0.763
13 H -1.085 2.565 0.031
14 H 0.175 1.790 -1.014
15 H -1.139 1.312 2.664
16 H -1.958 0.135 1.618

As for the HOMO energy (alpha / beta): -10.489 / -10.488 eV. For the max |F|, the calculation gives 0.0676 Eh/bohr. As for the spin multiplicity: 1. Its energy above the lowest of the compared OMol25 structures with the same formula, charge and spin is 0.462 eV.

---

(9)
Computed, not measured: the molecule C3H5Cl2NS in a non-equilibrium geometry, with ωB97M-V/def2-TZVPD.

CARTESIAN COORDINATES (ANGSTROEM)
1 C 0.616 2.896 -0.479
2 C 0.085 -0.105 -0.157
3 C -1.075 0.838 -0.268
4 N -0.825 2.165 0.276
5 S 1.377 4.029 0.256
6 Cl 0.907 2.540 -2.182
7 Cl -0.389 2.113 1.943
8 H 0.913 0.493 -0.502
9 H 0.397 -0.450 0.891
10 H -0.100 -0.941 -0.850
11 H -1.299 1.066 -1.263
12 H -1.851 0.267 0.136

As for the HOMO energy: -9.291 eV. For the max |F|, the calculation gives 0.0662 Eh/bohr. The SMILES is CCN(Cl)C(=S)Cl. As for the spin multiplicity: 1. Its energy above the lowest of the compared OMol25 structures with the same formula, charge and spin is 3.247 eV.

---

(10)
Computed, not measured: a cluster of 2 separate species, C3H5Cl2OP in total in a non-equilibrium geometry, with ωB97M-V/def2-TZVPD.

CARTESIAN COORDINATES (ANGSTROEM)
1 C 0.656 0.828 -0.003
2 C 0.195 -0.607 -0.475
3 C 0.212 1.216 1.339
4 O 1.126 1.678 -0.771
5 P 3.342 -0.192 0.623
6 Cl 3.573 -1.669 -0.637
7 Cl 3.675 1.358 -0.608
8 H 0.532 -1.406 0.211
9 H -0.866 -0.766 -0.357
10 H 0.453 -0.990 -1.515
11 H 0.714 2.140 1.598
12 H -0.439 0.705 1.930

As for the HOMO energy (alpha / beta): -8.211 / -9.454 eV. For the max |F|, the calculation gives 0.0883 Eh/bohr. As for the spin multiplicity: 1. Its energy above the lowest of the compared OMol25 structures with the same formula, charge and spin is 3.358 eV.

---

(11)
Computed, not measured: the molecule C3H5Cl3NO2P in a non-equilibrium geometry, with ωB97M-V/def2-TZVPD.

CARTESIAN COORDINATES (ANGSTROEM)
1 C -2.277 1.207 -0.023
2 C 2.086 0.534 -0.269
3 C 1.457 -0.617 0.496
4 N -1.186 0.614 -0.179
5 O -1.643 -1.723 -1.670
6 O 0.513 -1.303 -0.332
7 P -1.033 -1.055 -0.353
8 Cl -2.296 2.898 0.083
9 Cl -3.801 0.451 0.103
10 Cl -1.721 -1.826 1.345
11 H 1.320 1.245 -0.564
12 H 2.821 1.034 0.359
13 H 2.585 0.166 -1.158
14 H 0.967 -0.260 1.404
15 H 2.209 -1.366 0.758

As for the HOMO energy: -10.392 eV. For the max |F|, the calculation gives 0.1316 Eh/bohr. The SMILES is CCO[P@@](=O)(Cl)N=C(Cl)Cl. As for the spin multiplicity: 1. Its energy above the lowest of the compared OMol25 structures with the same formula, charge and spin is 0.000 eV.

---

(12)
Computed, not measured: a structure of composition C3H5ClI2 in a non-equilibrium geometry, with ωB97M-V/def2-TZVPD.

CARTESIAN COORDINATES (ANGSTROEM)
1 C -0.059 0.515 -0.265
2 C 0.259 -0.749 0.307
3 C 3.543 -0.179 0.431
4 Cl 3.662 -0.350 2.162
5 I 3.187 1.876 -0.124
6 I 5.239 -0.985 -0.590
7 H -0.346 0.468 -1.315
8 H -0.774 1.086 0.325
9 H 0.886 1.142 -0.249
10 H 0.252 -0.895 1.372
11 H 0.616 -1.564 -0.301

As for the HOMO energy (alpha / beta): -7.412 / -9.578 eV. For the max |F|, the calculation gives 0.0433 Eh/bohr. As for the spin multiplicity: 3.

---

(13)
Computed, not measured: a structure of composition C3H5ClN2 in a non-equilibrium geometry, with ωB97M-V/def2-TZVPD.

CARTESIAN COORDINATES (ANGSTROEM)
1 C 1.712 -0.713 -0.020
2 C -1.788 1.631 -0.306
3 C 1.335 -1.786 0.591
4 N 2.170 0.242 -0.592
5 N -1.248 0.568 -0.621
6 Cl -2.360 -0.686 -0.294
7 H -2.728 1.838 0.248
8 H 1.778 1.096 -0.284
9 H -1.108 2.410 -0.376
10 H 0.472 -2.305 0.157
11 H 1.765 -2.295 1.498

As for the HOMO energy: -8.986 eV. For the max |F|, the calculation gives 0.0523 Eh/bohr. As for the spin multiplicity: 1. Its energy above the lowest of the compared OMol25 structures with the same formula, charge and spin is 2.907 eV.

---

(14)
Computed, not measured: the molecule C3H5ClN2 in a non-equilibrium geometry, with ωB97M-V/def2-TZVPD.

CARTESIAN COORDINATES (ANGSTROEM)
1 C 0.087 -1.072 0.371
2 C 0.176 1.378 -0.374
3 C -0.569 -0.053 -0.520
4 N 0.075 -2.236 -0.091
5 N 0.978 1.592 0.561
6 Cl -2.232 0.261 0.168
7 H 0.735 -0.791 1.149
8 H -0.342 2.069 -1.043
9 H -0.558 -0.566 -1.530
10 H 0.372 -3.082 0.590
11 H 1.278 2.499 0.718

As for the HOMO energy: -9.581 eV. For the max |F|, the calculation gives 0.0814 Eh/bohr. The SMILES is [H]/N=C/C(Cl)/C=N/[H]. As for the spin multiplicity: 1. Its energy above the lowest of the compared OMol25 structures with the same formula, charge and spin is 1.405 eV.

---

(15)
Computed, not measured: the molecule C3H5ClN2O in a non-equilibrium geometry, with ωB97M-V/def2-TZVPD.

CARTESIAN COORDINATES (ANGSTROEM)
1 C -1.402 0.433 -0.310
2 C -0.020 0.604 -0.279
3 C 0.803 -0.306 0.660
4 H -1.572 -1.621 0.193
5 H -2.966 -0.849 -0.805
6 H -1.913 1.457 -0.154
7 H 0.618 -0.333 1.976
8 H 3.511 -0.422 -0.834
9 N -2.208 -0.676 -0.167
10 N 2.166 -0.446 0.613
11 O 2.606 -0.133 -0.941
12 Cl 0.377 2.291 0.047

As for the HOMO energy: -8.790 eV. For the max |F|, the calculation gives 0.1217 Eh/bohr. The SMILES is N/C=C(Cl)\C=N/O. As for the spin multiplicity: 1. Its energy above the lowest of the compared OMol25 structures with the same formula, charge and spin is 6.236 eV.

---

(16)
Computed, not measured: the molecule C3H5ClN2O3 in a non-equilibrium geometry, with ωB97M-V/def2-TZVPD.

CARTESIAN COORDINATES (ANGSTROEM)
1 C 0.129 1.024 0.238
2 C -0.367 -0.198 -1.783
3 C -0.536 -0.109 1.097
4 N 0.749 1.877 0.934
5 N 0.292 -1.372 1.187
6 O -0.036 -2.086 2.122
7 O 1.297 -1.581 0.502
8 O 0.099 0.884 -1.139
9 Cl 1.673 3.050 0.110
10 H -0.355 -1.013 -1.047
11 H 0.381 -0.537 -2.578
12 H -1.268 0.076 -2.360
13 H -0.593 0.211 2.143
14 H -1.464 -0.226 0.574

As for the HOMO energy: -10.212 eV. For the max |F|, the calculation gives 0.1060 Eh/bohr. The SMILES is CO/C(C[N+](=O)[O-])=N\Cl. As for the spin multiplicity: 1. Its energy above the lowest of the compared OMol25 structures with the same formula, charge and spin is 3.618 eV.

---

(17)
Computed, not measured: a cluster of 2 separate species, C3H5ClO in total in a non-equilibrium geometry, with ωB97M-V/def2-TZVPD.

CARTESIAN COORDINATES (ANGSTROEM)
1 C 0.005 1.351 -0.090
2 C -0.018 0.019 0.569
3 C -0.659 -0.212 1.698
4 H -1.030 0.303 -1.751
5 H -0.394 1.786 0.727
6 H 1.165 1.587 -0.438
7 H -1.207 0.623 2.303
8 H -0.859 -1.256 1.932
9 O -0.629 1.640 -1.300
10 Cl 0.670 -1.359 -0.320

As for the HOMO energy: -9.971 eV. For the max |F|, the calculation gives 0.1341 Eh/bohr. As for the spin multiplicity: 1. Its energy above the lowest of the compared OMol25 structures with the same formula, charge and spin is 4.257 eV.

---

(18)
Computed, not measured: the molecule C3H5ClO2 in a non-equilibrium geometry, with ωB97M-V/def2-TZVPD.

CARTESIAN COORDINATES (ANGSTROEM)
1 C -1.124 -0.833 -0.276
2 C -0.034 -0.143 0.464
3 C -0.137 1.318 0.160
4 H -3.068 -0.792 -0.162
5 H -1.118 -1.877 0.053
6 H -0.963 -0.767 -1.375
7 H -0.010 -0.244 1.571
8 H -1.090 1.686 0.446
9 O -2.334 -0.171 0.016
10 O 0.756 2.042 -0.261
11 Cl 1.567 -0.884 -0.039

As for the HOMO energy: -10.118 eV. For the max |F|, the calculation gives 0.0639 Eh/bohr. The SMILES is O=C[C@H](Cl)CO. As for the spin multiplicity: 1. Its energy above the lowest of the compared OMol25 structures with the same formula, charge and spin is 1.312 eV.

---

(19)
Computed, not measured: the molecule C3H5ClO2, with ωB97M-V/def2-TZVPD.

CARTESIAN COORDINATES (ANGSTROEM)
1 C 1.241 0.447 -0.153
2 C -0.229 0.793 -0.044
3 C -1.204 -0.102 -0.128
4 O 1.656 -0.772 0.435
5 O -0.959 -1.422 -0.243
6 Cl -2.888 0.311 0.017
7 H 1.803 1.293 0.269
8 H 1.511 0.362 -1.212
9 H -0.484 1.832 0.070
10 H 1.319 -0.801 1.337
11 H -1.765 -1.940 -0.348

As for the HOMO energy: -9.044 eV. For the max |F|, the calculation gives 0.0068 Eh/bohr. The SMILES is OC/C=C(\O)Cl. As for the spin multiplicity: 1. Its energy above the lowest of the compared OMol25 structures with the same formula, charge and spin is 1.382 eV.

---

(20)
Computed, not measured: a cluster of 2 separate species, C3H5ClOS in total in a non-equilibrium geometry, with ωB97M-V/def2-TZVPD.

CARTESIAN COORDINATES (ANGSTROEM)
1 C -0.411 -1.332 0.565
2 C 0.094 -0.089 1.037
3 C 0.051 1.277 -1.185
4 O 0.951 -0.991 0.884
5 S -0.106 3.048 -0.862
6 Cl 1.653 0.798 -1.719
7 H -0.881 -1.885 1.318
8 H -0.782 -1.473 -0.443
9 H 0.045 0.850 1.711
10 H -0.714 0.796 -1.813
11 H 0.638 3.365 0.231

As for the HOMO energy (alpha / beta): -7.341 / -7.693 eV. For the max |F|, the calculation gives 0.1348 Eh/bohr. As for the spin multiplicity: 1. Its energy above the lowest of the compared OMol25 structures with the same formula, charge and spin is 5.547 eV.